Molecular formula: C97H205N11O12
Method: DFT, ωB97M-V with the def2-TZVPD basis set

XYZ file:
```
325
Properties=species:S:1:pos:R:3:forces:R:3
O -1.793 1.536 32.350 -1.4 1.0 0.9
O -10.119 -4.122 30.430 -1.3 -1.9 -2.7
O -1.610 -8.023 33.283 0.4 1.3 0.9
O 1.852 7.276 31.630 1.4 1.3 -0.2
O -8.014 -3.070 39.269 0.8 0.0 -0.1
O -4.712 -1.513 27.247 0.7 -0.6 -0.2
O 0.769 1.087 31.219 -0.8 -1.3 0.9
O -5.669 6.481 37.212 0.7 0.1 0.1
O 2.702 0.031 33.160 -1.2 0.1 1.7
O -1.740 4.481 24.163 -0.9 -0.4 -2.6
O -7.881 3.424 31.645 0.6 0.0 -1.6
O 1.723 -1.077 40.210 0.9 -0.6 1.6
N -7.362 -3.050 37.999 -0.5 0.9 -1.2
N -0.988 -7.111 34.229 1.4 0.4 0.5
N -9.657 -3.237 31.274 1.6 4.4 5.5
N -7.993 4.017 30.324 0.0 2.0 -0.5
N 3.809 -0.356 32.493 2.3 -2.1 -3.0
N -2.546 0.456 31.903 -0.4 -2.3 -1.9
N 0.700 6.592 31.832 -2.7 -1.8 0.2
N 0.738 0.563 29.078 -1.5 -2.2 -0.3
N -1.838 4.992 25.397 0.7 -0.6 4.1
N 0.950 -0.998 39.105 -1.5 -0.7 -3.4
N -5.979 5.204 36.816 -2.5 -2.6 0.9
C -0.472 4.415 31.490 -1.0 1.1 0.7
C -1.840 6.482 25.490 -0.2 0.0 -1.2
C -4.934 1.357 31.721 0.4 0.6 0.4
C -7.319 2.027 28.918 0.5 -0.2 0.8
C -3.690 0.764 30.990 -0.4 -0.8 -0.2
C -6.041 -1.841 36.302 1.2 -0.2 0.4
C -1.290 -1.032 38.008 -0.1 -0.7 1.1
C -0.483 -1.055 39.362 -1.1 -0.5 0.3
C -0.918 -2.482 40.068 0.2 1.3 -0.2
C -0.517 6.936 24.895 1.6 -0.4 0.3
C -7.438 4.963 27.555 -2.2 0.4 1.3
C 1.946 4.405 31.617 0.4 1.6 -0.7
C -7.041 2.952 35.180 -0.1 0.3 1.0
C -6.063 -4.340 36.260 0.3 1.6 0.5
C -0.782 -0.053 37.036 0.6 1.2 -0.9
C 6.388 -1.551 31.822 0.2 -0.1 1.3
C -6.801 -4.376 37.649 0.8 -1.0 0.6
C -1.677 -6.986 35.526 0.9 -0.1 0.2
C -1.121 -0.957 33.250 -1.2 0.0 1.0
C -11.163 -4.098 33.100 0.8 1.0 -0.4
C -4.895 5.271 34.558 -0.4 0.2 0.2
C -4.130 -0.589 30.324 0.5 0.1 1.9
C -8.190 5.208 38.087 1.1 0.9 -1.5
C 0.673 -6.463 32.637 1.7 -0.9 -2.2
C 0.263 0.378 30.340 1.7 1.8 -2.0
C -5.069 4.501 35.928 0.8 0.0 -2.8
C -8.643 -2.293 30.769 1.5 -0.4 -1.7
C 5.411 -0.039 34.432 0.3 -0.8 0.5
C 0.072 -0.032 27.914 1.1 -0.6 0.0
C 1.600 1.318 38.599 -0.7 1.3 -0.4
C -7.931 -1.701 33.087 -1.3 -0.9 1.8
C -8.420 3.117 29.221 2.0 -0.7 -0.7
C -3.125 -1.990 32.252 -1.1 0.1 -1.2
C -6.991 5.151 30.077 0.9 0.2 0.7
C 4.816 1.760 32.862 0.9 0.9 0.7
C 3.817 -1.838 32.157 1.8 0.4 -0.4
C -1.716 6.396 32.422 1.1 0.8 -0.9
C 0.718 5.315 31.133 -0.2 -3.0 -0.4
C -7.886 3.604 36.268 -0.4 0.0 -0.2
C -3.680 4.395 36.498 1.0 0.3 1.0
C -7.482 5.030 36.654 0.1 1.2 1.1
C -1.998 -8.377 36.072 0.6 -0.5 0.1
C -5.428 4.760 30.149 -1.3 0.0 0.2
C 1.522 -0.099 38.105 0.8 0.0 -0.2
C 1.950 1.258 28.763 -0.3 0.8 0.3
C 3.839 -2.707 33.396 -0.2 -0.5 0.8
C -4.335 -1.707 31.372 -0.4 -0.4 -0.7
C 0.627 -5.268 34.750 -0.7 0.6 0.2
C -9.150 -1.497 29.508 -0.5 -0.6 0.2
C -0.632 -6.379 36.548 -1.2 0.8 0.5
C -0.257 -5.934 33.625 -1.6 0.2 2.0
C -1.182 -4.834 33.034 -0.2 -0.2 0.0
C 2.655 -2.234 31.274 -1.7 0.7 0.5
C -8.588 3.891 27.852 1.9 0.0 0.4
C -7.346 5.906 28.769 1.0 -0.3 -0.8
C -7.345 -3.164 30.339 -0.5 0.3 -0.6
C -5.776 -4.908 38.691 0.9 0.6 0.5
C -2.527 4.077 26.365 -0.8 2.2 0.8
C -3.503 -0.367 34.118 1.0 0.5 -0.7
C -2.615 -0.698 32.858 1.3 0.7 1.0
C 5.088 -2.135 31.303 0.7 -0.1 0.0
C -8.178 -1.173 31.732 0.6 -0.5 -0.5
C -1.808 2.726 26.646 0.5 0.4 -0.7
C -5.517 -1.459 38.785 -1.3 -0.7 -0.6
C -8.062 6.089 35.606 1.1 -1.5 0.5
C -0.528 7.388 32.001 -2.3 0.3 0.4
C -2.537 4.835 27.697 -0.4 -2.1 2.0
C -6.373 -0.547 25.877 0.3 0.5 -0.9
C 5.077 0.258 32.982 -2.4 0.7 0.0
C -9.181 -2.525 33.651 0.9 0.1 -0.8
C -5.018 0.187 25.665 0.1 -1.3 0.8
C -8.834 -4.910 33.005 0.2 -1.0 -0.9
C -5.147 -3.093 36.114 -1.2 -0.3 0.6
C -7.891 -5.446 37.428 -1.5 0.2 -0.3
C -4.019 3.927 26.048 -0.2 -1.6 -1.9
C -9.749 2.472 29.573 -0.2 -0.3 -0.3
C -2.942 6.253 27.784 1.1 0.9 -1.4
C -3.195 1.718 29.869 0.4 0.3 1.6
C -1.805 5.181 31.504 0.4 0.0 0.6
C -1.926 7.047 26.947 -0.7 0.0 -0.1
C 6.225 -0.083 32.089 0.3 -0.5 -0.5
C -0.329 8.429 33.103 0.6 -0.3 0.4
C -7.157 6.239 31.169 -1.0 -1.1 0.1
C -0.952 0.143 40.250 0.3 -1.4 0.3
C -9.683 -3.675 32.725 0.0 0.1 -0.3
C -1.107 8.240 30.799 1.3 -2.0 -1.1
C -6.639 -1.734 37.740 0.5 -0.2 -1.0
C -5.557 3.034 35.588 -1.0 0.6 -0.2
C -2.986 -6.223 35.435 -0.7 0.1 0.3
C -2.997 7.037 24.648 -1.5 -0.1 0.3
C 0.734 -0.220 36.836 -2.4 0.2 -0.3
C -6.118 -1.578 26.944 0.4 0.9 1.0
C -4.165 -0.230 26.894 -2.1 0.2 0.1
C 2.955 -0.494 37.665 -0.6 0.2 0.4
C -0.036 -5.029 36.117 -0.2 -1.7 -0.5
C 0.689 5.312 29.584 1.3 0.9 0.2
C -7.600 -0.508 37.764 -0.9 -1.4 0.3
H 6.248 0.586 34.744 -0.3 0.4 0.3
H 2.508 -3.276 30.990 0.8 -0.2 0.3
H -7.554 -6.458 37.204 0.8 0.3 -0.4
H -6.783 -1.707 35.515 -0.3 -0.5 0.2
H 0.687 -4.687 36.857 0.1 0.0 -0.1
H 2.798 4.727 31.017 0.4 -0.1 0.1
H 3.207 0.168 36.836 0.0 0.0 0.0
H 6.090 0.338 31.093 0.2 0.8 0.2
H -2.283 1.331 29.414 -0.1 -0.2 -0.1
H -7.192 -0.821 31.429 0.1 -0.2 -0.8
H -6.526 6.581 28.524 0.7 -0.1 0.4
H 1.346 -7.237 33.009 -0.4 -0.3 0.4
H -8.478 3.137 27.072 -0.3 -0.2 0.0
H 2.090 1.944 37.853 0.6 0.0 0.1
H -3.260 4.327 28.334 -0.3 -0.6 -0.2
H -6.705 -1.280 27.812 0.1 -0.3 0.4
H -3.912 2.031 29.111 -0.2 -0.4 0.1
H -5.064 -0.416 29.790 0.1 0.0 -0.3
H -5.342 -1.022 36.133 -0.2 0.5 0.4
H -6.772 5.983 32.156 0.6 0.0 -0.2
H -3.037 6.839 23.577 0.9 0.0 0.0
H -0.230 0.286 41.055 0.0 -0.2 0.2
H -0.864 1.329 32.223 0.5 -0.2 -0.5
H 4.823 -2.796 33.857 0.1 0.0 -0.2
H -1.875 -0.247 40.678 -0.3 0.8 0.2
H -0.728 -2.622 41.132 0.6 0.6 0.1
H -7.795 5.737 34.610 -0.3 -0.2 -0.2
H -5.164 1.267 25.619 0.4 -0.2 -0.6
H -4.627 -3.063 35.157 -0.1 -0.1 -0.1
H -8.675 -5.695 38.143 0.4 0.7 1.1
H -4.567 -0.356 24.835 0.3 1.0 -0.5
H -9.266 5.162 37.920 0.0 -0.5 0.2
H 1.878 3.322 31.513 -0.7 0.1 -0.4
H -9.106 -5.678 32.280 -0.2 -0.2 0.0
H -0.747 -4.386 32.141 0.4 0.4 0.3
H -0.839 -4.292 36.102 0.0 0.1 -0.3
H -11.262 -4.395 34.144 0.3 -0.1 0.0
H -2.369 -9.042 35.292 -0.7 0.2 0.3
H 2.521 0.736 27.995 0.0 -0.2 0.1
H -1.143 9.152 33.152 0.1 0.0 -0.3
H -3.087 -0.195 26.736 0.0 -0.8 -0.2
H 1.394 -5.738 32.260 -0.2 0.6 0.1
H -1.437 7.522 30.049 -0.2 -0.1 -0.2
H -1.989 8.856 30.976 0.5 0.2 0.5
H -8.945 3.677 36.022 -0.2 0.1 -0.7
H -6.056 -1.451 39.732 0.4 0.1 0.3
H -5.867 7.059 36.472 0.1 0.4 -0.4
H -1.264 -0.177 36.066 -0.1 -0.2 -0.1
H -2.165 -5.135 32.671 0.0 -0.7 0.2
H 2.133 0.418 32.490 -0.4 0.3 -0.2
H -1.601 6.128 33.472 0.0 -0.2 0.0
H -8.867 -3.044 34.557 -0.1 0.3 0.3
H -6.418 -2.590 26.670 0.4 0.0 0.0
H -8.502 -0.619 37.162 0.1 -0.6 -0.4
H -5.509 -5.961 38.606 -0.2 -0.1 -0.4
H -0.499 -1.292 32.420 -0.1 0.3 -0.1
H -4.337 0.433 27.742 -0.1 0.3 0.1
H 0.900 -4.268 34.413 0.4 -0.1 -0.6
H 1.787 -2.021 31.897 -0.5 0.1 -0.2
H -0.510 -3.374 39.592 0.2 0.3 -0.5
H 5.749 2.220 33.186 0.2 0.3 -0.1
H -6.410 4.642 27.388 -0.4 -0.9 -0.1
H -5.053 2.556 34.748 0.8 0.6 0.0
H -10.069 1.775 28.798 0.1 0.2 -0.4
H -8.719 -0.227 31.713 -0.9 -0.4 0.1
H -1.131 -6.195 37.500 -0.7 0.0 0.0
H -6.548 -2.583 29.875 -0.1 0.5 0.3
H 2.532 1.401 29.673 0.0 0.1 -0.2
H -2.070 5.500 30.496 0.1 0.1 -0.2
H -3.896 6.422 27.285 -0.3 -0.2 0.2
H -5.042 -0.496 38.595 0.1 -0.1 0.1
H -7.027 -2.311 33.097 -0.1 -0.5 -0.1
H -1.682 2.475 27.699 -0.8 0.2 0.2
H -0.945 -0.369 28.113 -0.1 0.6 -0.1
H -10.493 3.267 29.632 -0.1 -0.1 0.3
H 0.247 6.242 25.246 0.1 -0.2 0.3
H -2.647 4.559 31.809 0.1 -0.3 0.2
H -8.933 -2.887 39.060 -0.1 -0.1 -0.1
H -2.921 -5.173 35.151 0.2 0.0 0.0
H 4.595 2.154 31.870 0.0 -0.5 -0.2
H -3.670 -6.727 34.752 0.2 0.0 -0.4
H -3.036 6.576 28.821 0.1 0.1 -0.1
H 3.668 -0.290 38.464 0.2 -0.5 0.0
H -7.546 -3.905 29.566 -0.8 0.1 -0.2
H 0.614 1.781 38.610 -0.2 -0.1 0.5
H -1.300 -2.017 37.540 0.3 -0.3 0.1
H 5.241 -3.211 31.217 -0.4 -0.2 0.1
H -8.013 6.192 38.520 0.2 0.1 -0.1
H -1.036 1.119 39.772 -0.4 -0.3 -0.3
H -3.488 -2.696 32.999 0.3 0.2 0.5
H -1.390 -4.093 33.807 0.1 0.3 -0.2
H -2.631 6.977 32.297 -0.1 0.1 0.3
H 1.998 -1.985 40.059 0.7 -0.1 1.0
H -1.111 -8.793 33.567 -0.1 -0.4 -0.6
H -4.587 -2.602 30.803 0.1 -0.2 0.0
H -10.021 -1.874 33.894 0.1 0.3 -0.1
H 1.011 0.512 36.077 0.6 -0.3 0.0
H -4.936 6.354 34.679 -0.2 0.2 0.3
H -2.309 8.066 26.901 0.2 0.2 -0.4
H 2.545 -1.668 30.349 0.3 0.3 0.1
H 0.086 -7.119 36.901 0.5 -0.1 -0.9
H -0.758 2.816 26.368 0.1 0.1 -0.6
H -5.209 -1.594 32.012 -0.1 0.6 0.0
H -6.886 -3.802 31.095 -0.2 0.5 0.6
H -8.556 3.879 32.154 -0.2 0.1 -0.1
H 2.209 4.565 32.663 -0.2 0.3 0.1
H -7.755 -4.837 32.865 0.1 0.6 0.2
H 0.610 -0.905 27.544 0.2 -0.5 0.4
H -7.309 1.901 35.069 -0.1 -0.1 -0.1
H -7.125 0.207 26.110 -0.3 -0.4 0.2
H -4.127 3.449 25.074 0.2 0.1 -0.6
H -0.158 5.883 29.202 0.3 0.2 -0.1
H -11.806 -3.229 32.966 -0.1 0.0 -0.1
H -2.405 -2.582 31.687 0.5 0.5 -0.2
H 1.582 2.200 28.356 0.8 0.5 -0.1
H 4.540 0.012 35.086 0.1 0.6 0.0
H -5.696 5.015 33.864 0.1 -0.1 -0.2
H -8.003 2.981 37.155 0.9 -0.1 0.2
H -9.601 -2.138 28.751 0.5 -0.3 -0.3
H -4.617 4.830 25.924 0.3 0.1 0.6
H -9.766 1.832 30.455 0.3 0.4 0.4
H 1.659 5.688 29.258 -0.2 0.6 -0.5
H -9.606 4.272 27.774 0.2 0.6 0.0
H 0.616 8.932 32.894 -0.1 0.4 0.1
H -4.831 -2.305 38.749 0.3 0.4 0.3
H -1.653 4.557 28.272 0.6 0.8 -0.2
H -8.363 -0.869 29.090 0.3 -0.4 -0.1
H -7.772 4.465 38.767 -0.4 -0.1 -0.1
H -4.846 -4.346 38.603 0.3 -0.1 -0.5
H 7.290 -1.698 31.228 -0.3 -0.2 -0.6
H -4.636 1.817 32.663 0.4 0.5 -0.1
H -3.213 8.091 24.825 0.4 0.2 -0.1
H -0.199 4.027 32.471 -0.8 -0.4 0.1
H -0.712 -0.087 33.763 0.3 -0.1 -0.2
H 6.700 -1.981 32.774 -0.3 -0.5 0.2
H -3.383 5.322 36.987 -0.3 0.0 0.4
H -5.284 4.285 31.119 0.0 -0.6 -0.2
H -0.551 3.637 30.730 0.3 -0.3 0.4
H -5.939 -4.749 39.757 -1.1 0.1 0.0
H -8.013 -0.486 38.773 0.3 0.7 0.2
H 2.236 7.226 32.508 0.6 0.3 -0.1
H -6.795 -4.187 35.467 -0.3 -0.5 0.0
H 3.482 -3.712 33.168 0.1 -0.2 -0.1
H -4.525 3.161 26.637 0.0 0.4 0.8
H -0.937 7.141 27.396 0.1 -0.5 0.1
H 2.069 1.421 39.578 0.1 -0.1 -0.1
H -3.305 -1.043 34.950 -0.1 -0.2 -0.1
H -0.868 4.109 24.008 0.4 0.1 0.4
H 4.076 2.172 33.548 -0.2 -0.4 0.0
H -8.110 6.680 28.847 -0.9 -0.8 0.3
H -6.682 -1.098 24.989 0.0 0.5 -0.3
H -0.360 6.879 23.818 -0.7 0.3 -0.1
H 2.940 -1.502 37.252 0.4 -0.2 0.4
H -8.519 -5.098 36.608 0.2 -0.1 -0.5
H 0.235 0.622 27.057 -0.9 0.5 0.1
H -1.134 -1.766 33.981 0.1 -0.1 0.1
H -5.699 0.678 32.100 0.0 -0.6 -0.6
H -3.918 5.162 34.087 -0.1 -0.6 0.0
H -7.191 0.437 37.407 0.6 -0.1 0.5
H 4.958 -1.783 30.280 -0.3 0.2 -0.1
H -6.287 2.359 28.804 0.0 1.0 0.0
H -8.230 6.292 31.352 -0.2 0.6 -0.2
H -5.042 4.170 29.317 -0.3 -0.3 0.1
H -2.896 2.621 30.402 0.1 0.3 -0.2
H 5.791 -1.044 34.615 0.0 -0.2 -0.4
H -7.539 7.044 35.660 -0.6 0.2 0.4
H -5.368 2.366 36.428 -0.1 0.1 0.3
H -6.758 7.177 30.783 0.0 0.0 0.3
H -7.192 1.375 29.782 -0.4 -0.4 0.1
H -7.666 -0.870 33.739 -0.3 0.1 0.4
H -4.561 -0.345 33.855 0.0 -0.3 0.1
H 7.113 0.220 32.643 0.2 0.7 -0.6
H -1.079 0.963 37.298 0.3 0.2 0.3
H -5.431 2.121 31.124 0.0 -0.1 0.0
H -9.023 -5.338 33.990 0.0 0.2 0.1
H -7.259 3.438 34.229 0.3 0.0 -0.2
H 0.776 -1.248 36.477 0.7 0.0 -0.4
H -9.145 6.145 35.715 0.1 0.4 -0.1
H -10.899 -3.628 30.165 -0.6 -0.9 -0.8
H -4.381 -3.069 36.890 0.2 -0.1 0.0
H -9.951 -0.779 29.682 -0.1 0.0 0.8
H 0.661 4.319 29.136 -0.2 -0.2 0.4
H -3.242 0.636 34.456 0.0 0.1 0.1
H 1.531 -5.858 34.903 0.0 -0.1 -0.1
H -2.619 -8.300 36.964 -0.5 -0.1 -0.4
H -3.344 -0.979 29.677 0.0 0.3 -0.4
H -5.531 -5.282 36.129 -0.1 0.0 0.0
H -1.115 -8.890 36.453 0.4 0.2 -0.2
H -11.512 -4.903 32.452 0.1 0.0 0.1
H 0.192 -6.864 31.745 -0.2 -0.1 0.1
H 3.193 -2.348 34.197 -0.3 0.3 -0.1
H -2.004 -2.571 40.037 -0.2 0.2 -0.4
H -3.597 3.563 37.197 0.0 0.1 0.3
H -7.403 1.426 28.012 -0.9 -0.1 0.0
H -2.339 -0.801 38.188 -0.1 -0.1 0.5
H -4.744 5.605 30.231 -0.5 0.6 -0.3
H -2.236 1.864 26.133 -0.1 0.1 -0.1
H -2.869 4.283 35.778 -0.4 -0.4 -0.5
H -0.248 8.003 34.103 0.1 -0.3 0.0
H -0.276 8.722 30.284 -0.1 0.7 0.2
H -0.153 7.882 25.295 -0.4 0.4 -0.3
H -3.526 -6.300 36.378 0.2 0.3 0.3
H -7.751 5.529 26.678 0.1 0.0 -0.1
H -0.572 -0.339 30.356 0.0 0.3 0.7
H -3.918 6.543 24.954 -0.2 0.0 0.3
```
Forces are in eV/Å.

Calculated values
Relative energy (zero: lowest compared OMol25 entry of this formula, charge and spin) ... 528.5 kJ/mol
Gap between HOMO and LUMO ... 0.301 hartree
HOMO ... -7.82 eV
LUMO energy ... 0.360 eV
SMILES string ... CC1(C)CCCC(C)(C)N1O.CC1(C)CCCC(C)(C)N1O.CC1(C)CCCC(C)(C)N1O.CC1(C)CCCC(C)(C)N1O.CC1(C)CCCC(C)(C)N1O.CC1(C)CCCC(C)(C)N1O.CC1(C)CCCC(C)(C)N1O.CC1(C)CCCC(C)(C)N1O.CC1(C)CCCC(C)(C)N1O.CC1(C)CCCC(C)(C)N1O.CN(C)C=O.C1CCOC1